No. 1
Below is a molecular structure, C26H20N8O7S2Sn, with properties calculated with ωB97M-V/def2-TZVPD.

Calculated values
HOMO (spin up / spin down) (eV): -14.60 / -14.29
Frontier orbital gap (spin up / spin down) (eV): 6.966 / 4.810
Energy relative to the best compared isomer or geometry (same formula, charge and spin) (kJ/mol): 0.00
LUMO level (spin up / spin down) (eV): -7.636 / -9.484

```
! RIJCOSX wB97M-V def2-TZVPD def2/J DEFGRID3
* xyz 2 1
Sn -0.19462 2.22102 -2.38181
O -1.92922 3.27183 -1.45391
S -2.69922 2.02571 -1.14364
O -3.34204 1.99221 0.12577
O -1.61335 0.97599 -1.28751
C -3.88830 1.80023 -2.43317
C -5.18717 1.61916 -1.99192
C -6.23062 1.49562 -2.90512
C -5.97012 1.55614 -4.25596
C -4.66497 1.72864 -4.71088
C -3.61375 1.85134 -3.81972
S -2.00941 2.04434 -4.58348
O -1.41976 3.30214 -4.06689
O -2.16267 1.91187 -5.98399
O -1.13198 0.98226 -3.93674
H -5.38203 1.59042 -0.92972
H -7.24091 1.36312 -2.54437
H -6.77374 1.46984 -4.97418
H -4.45761 1.76704 -5.77019
C 1.48049 -3.24168 -2.49542
N 1.51438 -1.79168 -2.40818
C 0.51495 -0.92067 -2.36474
N 1.02480 0.29529 -2.21028
C 2.37480 0.09657 -2.17867
N 2.70542 -1.15984 -2.28635
C 1.65459 -3.91558 -1.15159
C 1.76670 -5.31452 -1.11828
C 1.96991 -6.00261 0.07043
C 2.06674 -5.30715 1.25849
C 1.93508 -3.90620 1.23762
C 1.73101 -3.21439 0.02615
C 2.02581 -3.20157 2.45966
N 2.34122 -3.70114 3.66625
N 2.33490 -2.70550 4.51996
C 2.00435 -1.59361 3.84179
O 1.80893 -1.87232 2.53688
C 1.83834 -0.29077 4.36471
C 2.17159 -0.06143 5.71469
C 2.01777 1.20647 6.23256
C 1.52399 2.22746 5.42743
C 1.16503 2.00309 4.09188
C 0.55990 3.13257 3.28864
N 0.83237 3.00932 1.86468
C -0.00787 2.71474 0.88054
N 0.67325 2.68330 -0.25821
C 1.95124 2.99450 0.10515
N 2.08588 3.18446 1.38895
C 1.33419 0.74749 3.55841
H 2.29175 -3.53002 -3.16328
H 0.54102 -3.53434 -2.96423
H -0.53319 -1.15969 -2.45298
H 3.10326 0.88505 -2.08677
H 1.70347 -5.87320 -2.04526
H 2.05890 -7.07959 0.06193
H 2.23497 -5.81585 2.19771
H 1.66005 -2.13532 0.04111
H 2.55067 -0.87478 6.31794
H 2.28257 1.41027 7.26029
H 1.41207 3.22095 5.84560
H 0.94731 4.09395 3.62102
H -0.52454 3.14931 3.40592
H -1.06712 2.54389 1.00719
H 2.77074 3.09293 -0.58801
H 1.07978 0.54287 2.52611
*
```

Here are the Mulliken charges for atoms 1 to 6, given in e:
1. Sn 1.276
2. O -0.552
3. S 1.760
4. O -0.616
5. O -0.389
6. C -0.104

No. 2
Below is a molecular structure, C26H20N8OTl, with properties calculated with ωB97M-V/def2-TZVPD.

Calculated values
HOMO (eV): -9.71
Frontier orbital gap (eV): 7.279
Energy relative to the best compared isomer or geometry (same formula, charge and spin) (kJ/mol): 0.00
LUMO level (eV): -2.432

```
! RIJCOSX wB97M-V def2-TZVPD def2/J DEFGRID3
* xyz 1 1
Tl 0.15409 -0.83337 -0.37333
N -4.32237 0.11269 -1.59473
C -4.77233 -0.46109 -0.43055
C -3.65590 -0.70602 0.30871
N -2.53990 -0.29082 -0.37587
C -2.97069 0.19529 -1.52000
C -2.07773 0.76298 -2.52086
N -0.77460 0.83305 -2.35392
C -0.27638 1.44331 -3.47899
C -1.29329 1.74925 -4.33066
N -2.43668 1.30958 -3.70909
H -4.90953 0.38650 -2.36346
H -5.81718 -0.63624 -0.23988
H -3.58239 -1.15574 1.28497
H 0.77924 1.61923 -3.60314
H -1.30807 2.22746 -5.29493
H -3.36095 1.36791 -4.10019
C 5.22588 8.46039 9.48883
O 5.69898 7.14936 9.22065
C 5.08238 6.44295 8.25129
C 4.01360 6.91372 7.49687
C 3.45368 6.09936 6.52243
C 3.93783 4.82195 6.28367
C 5.01449 4.36118 7.05037
C 5.57862 5.15679 8.01840
C 3.36415 3.94339 5.26273
N 3.78798 2.73038 4.98080
C 2.97023 2.28683 3.97763
C 2.03706 3.23559 3.64185
N 2.30107 4.29563 4.47467
C 1.05478 3.04115 2.62821
C 0.08737 3.98936 2.26580
C -0.81043 3.69017 1.27584
C -0.72820 2.44058 0.65785
N 0.17084 1.52914 0.97639
C 1.06299 1.80447 1.94928
C 2.05143 0.78596 2.29539
N 2.01973 -0.37822 1.61947
C 2.90035 -1.31167 1.91387
C 3.88070 -1.16153 2.90266
C 3.92831 0.01678 3.60124
C 2.99927 1.02370 3.30267
H 5.84818 8.84777 10.28880
H 4.18391 8.44523 9.81643
H 5.32379 9.10317 8.61106
H 3.61294 7.90333 7.65760
H 2.62200 6.49586 5.95047
H 5.39420 3.36531 6.86619
H 6.41094 4.81041 8.61714
H 1.81207 5.17159 4.51306
H 0.05185 4.94965 2.76685
H -1.57026 4.39605 0.97118
H -1.42326 2.17434 -0.12772
H 2.83471 -2.23231 1.34163
H 4.57770 -1.96413 3.10034
H 4.65999 0.19974 4.37809
*
```

Here are the Mulliken charges for atoms 1 to 6, given in e:
1. Tl 0.979
2. N -0.176
3. C -0.295
4. C -0.748
5. N -0.114
6. C 0.308